Entry from the OMol25 dataset: C4H5FO2S in the gas phase in a non-equilibrium geometry (ωB97M-V/def2-TZVPD).

Geometry as XYZ:
```
13
Properties=species:S:1:pos:R:3:forces:R:3:nbo_charge:R:1
O -3.0685 -0.4647 0.7418 1.47 -0.78 -0.27 -0.55
C -1.9184 -0.3268 0.4144 0.01 1.27 -0.53 0.67
O -1.0414 -1.3220 0.1081 -0.90 0.08 0.54 -0.51
C 0.2641 -1.1373 -0.4474 1.26 -1.57 0.67 -0.10
C 1.0661 0.0214 0.1717 1.18 -1.12 0.25 0.15
F 1.2318 -0.1393 1.5590 -0.68 -0.11 -0.31 -0.36
C 0.4147 1.3151 -0.1133 -0.53 2.54 -0.75 -0.58
S -1.3720 1.4013 0.2357 -0.27 -1.10 0.27 0.18
H 0.2028 -0.9942 -1.5228 -0.15 0.28 -0.17 0.20
H 0.7923 -2.1767 -0.3202 -0.97 2.07 0.08 0.22
H 2.1351 -0.0005 -0.1579 -0.98 0.03 -0.47 0.20
H 0.8003 2.1493 0.5148 0.19 -0.76 -0.39 0.25
H 0.4931 1.6742 -1.1838 0.38 -0.82 1.09 0.24
```
Forces are in eV/Å.

Results
ΔE to the lowest compared entry with this formula, charge and spin, kcal per mole: 6.9
SMILES string: O=C1OC[C@H](F)CS1
LUMO energy, eV: 0.5

=====

Entry from the OMol25 dataset: CH2BrPSi in the gas phase in a non-equilibrium geometry (ωB97M-V/def2-TZVPD).

Geometry as XYZ:
```
6
Properties=species:S:1:pos:R:3:forces:R:3:nbo_charge:R:1
P -2.4647 -1.3128 -2.5368 1.36 0.57 0.99 0.74
C -1.4070 -0.7226 -1.5404 -1.57 0.55 0.38 -1.16
Si -0.6413 0.1836 -0.0631 -0.37 0.46 0.42 1.19
Br -1.0824 2.0593 2.0314 -0.11 -1.49 -1.94 -0.50
H 0.3465 1.0825 -0.6247 0.37 0.02 0.08 -0.14
H -0.4782 -0.8215 0.9718 0.32 -0.12 0.08 -0.14
```
Forces are in eV/Å.

Results
ΔE to the lowest compared entry with this formula, charge and spin, kcal per mole: 1.1
SMILES string: P#C[SiH2]Br
LUMO energy, eV: -2.2

=====

Here are the calculated M numbers, same order: 136.1 153.0 (g mol⁻¹).
Here are the calculated orbital gap numbers, same order: 10.1 7.4 (eV).
Here are the calculated HOMO level numbers, same order: -0.3552 -0.3532 (Eh).